(1)
{"formula": "C58H66CrN10O3PS", "method": "ωB97M-V/def2-TZVPD", "orbital_gap_ev": [4.87, 5.57], "spin_multiplicity": 5, "total_energy_ha": -4806.91343, "total_charge": -1, "species": ["Cr", "C", "N", "C", "C", "N", "C", "C", "N", "C", "C", "N", "C", "N", "C", "C", "C", "N", "C", "H", "H", "H", "H", "H", "H", "H", "H", "H", "H", "H", "H", "H", "H", "H", "H", "H", "H", "H", "H", "H", "H", "H", "H", "C", "C", "C", "C", "C", "O", "C", "N", "C", "C", "C", "C", "C", "C", "P", "C", "C", "C", "C", "C", "C", "C", "C", "C", "C", "C", "C", "H", "H", "H", "H", "H", "H", "H", "H", "H", "H", "H", "H", "H", "H", "H", "H", "H", "H", "H", "H", "H", "H", "H", "H", "C", "C", "C", "C", "C", "C", "C", "S", "O", "O", "N", "C", "C", "C", "C", "C", "C", "C", "C", "N", "C", "H", "H", "H", "H", "H", "H", "H", "H", "H", "H", "H", "H", "H", "N", "C", "C", "C", "C", "C", "C", "H", "H", "H", "H", "H"], "coordinates": [[-0.03775, 0.44051, 0.02195], [3.92821, 4.41611, 0.41634], [3.70342, 3.03752, -0.01080], [4.41771, 2.72298, -1.24378], [3.44437, 3.10781, -2.36874], [2.17916, 3.10301, -1.66964], [0.95099, 3.04812, -2.39679], [2.33987, 2.78275, -0.37373], [1.42823, 2.38996, 0.45219], [1.91665, 2.30623, 1.82159], [0.85537, 2.15599, 2.91049], [-0.36690, 1.48307, 2.52966], [-1.31990, 1.65562, 3.36494], [-1.23637, 2.45193, 4.55172], [-0.49578, 1.90447, 5.67521], [-2.59795, 2.86150, 4.86470], [-3.47330, 1.77820, 4.22775], [-2.62263, 1.28670, 3.17188], [-3.04421, 0.12194, 2.45420], [4.17720, 5.07105, -0.42633], [4.76099, 4.42851, 1.12213], [3.04700, 4.82865, 0.90278], [4.56515, 1.63938, -1.26376], [5.37894, 3.23696, -1.28985], [3.43639, 2.35612, -3.16226], [3.64288, 4.10145, -2.79437], [0.95783, 2.21312, -3.09797], [0.81360, 3.99240, -2.93608], [0.15131, 2.89058, -1.67849], [2.47094, 3.21569, 2.08231], [2.62061, 1.47229, 1.88625], [0.59008, 3.15356, 3.29375], [1.35555, 1.61803, 3.72879], [0.26419, 1.20750, 5.33299], [-1.14848, 1.36750, 6.37510], [-0.00135, 2.71807, 6.21487], [-2.78592, 3.83384, 4.39290], [-2.75674, 2.95776, 5.94052], [-4.40379, 2.18424, 3.82109], [-3.73506, 0.97123, 4.93409], [-3.91232, 0.34569, 1.82861], [-3.32189, -0.67181, 3.16040], [-2.22032, -0.21099, 1.82050], [-0.67868, 4.58760, 0.66983], [-2.02310, 3.93798, 0.97997], [-3.03747, 5.08009, 1.12628], [-2.43072, 2.93981, -0.12340], [-3.95517, 2.83404, -0.26131], [-4.15058, 1.61145, -0.89829], [-3.02096, 0.83464, -0.62891], [-2.03209, 1.51205, -0.05153], [-3.24383, -0.50283, -1.06409], [-4.32891, -0.64140, -1.97784], [-4.82962, -1.84342, -2.38090], [-4.31933, -3.02753, -1.83201], [-3.22972, -2.93714, -0.99760], [-2.61185, -1.72492, -0.66679], [-1.03108, -1.81148, 0.19806], [-1.53906, -3.00512, 1.51797], [-2.85811, -3.00520, 1.98166], [-3.25329, -3.82177, 3.02058], [-2.33729, -4.65450, 3.64867], [-1.02395, -4.66162, 3.19998], [-0.63071, -3.85142, 2.15484], [0.00914, -3.04303, -0.72061], [-0.44111, -3.86110, -1.75379], [0.38918, -4.81420, -2.32074], [1.69396, -4.96138, -1.88731], [2.15817, -4.15720, -0.86203], [1.32217, -3.21726, -0.28510], [-0.40260, 5.27107, 1.47159], [-0.73709, 5.15694, -0.25698], [0.08123, 3.82232, 0.56700], [-1.95099, 3.40135, 1.92484], [-3.16636, 5.59175, 0.17545], [-2.65543, 5.80307, 1.84424], [-4.01372, 4.75445, 1.47012], [-2.03602, 3.33376, -1.07720], [-4.41578, 3.62004, -0.86113], [-4.44497, 2.79915, 0.72540], [-4.73996, 0.26078, -2.39788], [-5.62741, -1.88060, -3.10974], [-4.76004, -3.98458, -2.07350], [-2.83327, -3.84267, -0.55580], [-3.58172, -2.36236, 1.50088], [-4.28471, -3.80527, 3.34870], [-2.64116, -5.27933, 4.47766], [-0.29474, -5.30245, 3.67592], [0.39565, -3.87130, 1.82220], [-1.44256, -3.75858, -2.14031], [0.00801, -5.45051, -3.10882], [2.34501, -5.68498, -2.35749], [3.17316, -4.25859, -0.50466], [1.70235, -2.60289, 0.51112], [3.68983, -3.87057, -6.89685], [3.44314, -3.23885, -5.55530], [4.51281, -2.80883, -4.77793], [4.28865, -2.14451, -3.58241], [2.99648, -1.89438, -3.17102], [1.92761, -2.32989, -3.91928], [2.14923, -3.00895, -5.10610], [2.66511, -0.65633, -1.74848], [4.06313, -0.17949, -1.59545], [1.88014, 0.29762, -2.53195], [1.66836, -0.29239, 0.16034], [2.41743, -0.60245, 1.19603], [3.83909, -0.60016, 1.17787], [4.60244, -0.78939, 2.30501], [4.01992, -1.01064, 3.54070], [2.62724, -1.10076, 3.63439], [1.97713, -1.36399, 4.86024], [0.60806, -1.48507, 4.88652], [-0.09776, -1.33637, 3.69803], [0.47352, -1.06231, 2.53357], [1.80408, -0.93684, 2.47710], [4.42229, -4.67373, -6.81991], [4.08116, -3.12236, -7.58941], [2.76568, -4.27009, -7.31090], [5.52522, -2.96372, -5.13313], [5.10621, -1.76506, -2.98937], [0.93037, -2.08419, -3.60169], [1.30912, -3.32782, -5.71012], [4.32481, -0.39535, 0.24368], [5.68183, -0.74790, 2.21448], [4.62893, -1.12887, 4.42632], [2.57231, -1.46671, 5.75912], [0.08132, -1.69310, 5.80799], [-1.17312, -1.44341, 3.68981], [-0.45271, 0.24157, -1.64118], [-1.09337, 0.20998, -2.77523], [-1.33288, -1.00203, -3.48634], [-2.02287, -1.03574, -4.67022], [-2.53130, 0.12451, -5.24103], [-2.34701, 1.32367, -4.56532], [-1.65482, 1.37751, -3.38092], [-0.98212, -1.91752, -3.04359], [-2.18797, -1.98699, -5.16157], [-3.06315, 0.09758, -6.18220], [-2.76598, 2.23480, -4.98081], [-1.53644, 2.32857, -2.88782]], "forces_ev_per_angstrom": [[-0.42, 1.87, 1.32], [0.03, -0.02, 0.09], [-0.11, -0.19, 0.07], [0.30, -0.36, -0.29], [0.29, 0.20, -0.10], [0.19, -0.21, -0.06], [-0.16, -0.08, -0.14], [-0.32, 0.35, 0.63], [-0.01, 0.06, -0.31], [0.25, -0.18, 0.18], [0.34, 0.34, 0.04], [-0.48, 0.08, 0.26], [0.90, 0.44, -0.26], [-0.33, -0.10, -0.26], [0.27, 0.02, 0.12], [-0.20, 0.15, -0.16], [-0.07, -0.05, 0.18], [-0.60, 0.09, 0.13], [0.08, -0.14, -0.03], [-0.06, 0.05, -0.05], [0.00, 0.13, 0.02], [-0.05, 0.01, 0.09], [0.11, 0.36, -0.13], [-0.07, 0.05, 0.03], [0.02, 0.03, 0.03], [-0.04, -0.07, -0.09], [-0.10, 0.03, 0.07], [-0.11, 0.00, 0.03], [-0.09, 0.03, -0.12], [0.01, -0.24, 0.12], [0.00, 0.34, 0.08], [0.09, -0.13, 0.02], [-0.01, 0.15, -0.09], [-0.01, 0.01, 0.03], [0.00, -0.04, -0.04], [-0.01, -0.10, 0.04], [-0.13, -0.10, 0.10], [0.08, 0.00, -0.09], [0.00, -0.02, 0.04], [0.03, 0.08, -0.04], [0.00, -0.06, -0.03], [0.04, 0.02, -0.06], [-0.16, -0.02, 0.15], [-0.17, -0.28, 0.21], [0.18, 0.13, -0.08], [0.02, -0.31, 0.02], [-0.71, 0.57, -0.02], [0.34, 0.59, 0.44], [0.64, -1.09, 0.02], [1.28, 3.95, 1.25], [-2.08, -1.49, -1.11], [-0.65, -3.30, -0.83], [0.64, 0.78, 0.46], [0.05, -1.12, 0.09], [-0.32, 0.71, -0.28], [-0.03, 0.03, 0.05], [-0.86, 0.69, -0.53], [0.30, -0.42, -0.04], [-0.42, 0.01, 0.33], [0.34, 0.06, -0.20], [-0.14, -0.17, 0.38], [0.02, 0.13, -0.09], [-0.06, -0.20, 0.23], [-0.09, 0.13, -0.34], [-0.11, 0.13, -0.25], [-0.01, -0.01, 0.06], [-0.05, -0.14, -0.05], [0.02, -0.07, 0.02], [-0.03, -0.17, 0.02], [-0.07, 0.05, 0.08], [0.10, 0.09, 0.10], [-0.03, 0.10, -0.16], [0.13, 0.10, -0.06], [-0.04, 0.01, -0.05], [-0.03, 0.15, -0.16], [0.01, 0.08, 0.05], [-0.21, -0.04, 0.08], [0.02, -0.16, 0.16], [0.11, -0.01, 0.06], [0.09, 0.01, -0.07], [-0.09, -0.03, -0.02], [-0.04, 0.05, -0.01], [0.02, -0.07, -0.02], [0.04, 0.03, -0.11], [-0.10, -0.04, 0.06], [-0.06, 0.00, 0.03], [-0.01, -0.06, 0.00], [0.06, -0.04, 0.04], [0.07, -0.05, 0.07], [0.03, -0.02, -0.06], [-0.01, 0.05, -0.10], [0.05, -0.05, -0.02], [0.08, 0.06, 0.01], [0.04, -0.03, 0.04], [0.02, 0.06, 0.08], [0.00, -0.05, -0.13], [-0.10, -0.04, 0.03], [0.16, -0.03, 0.09], [-0.22, 0.38, 0.52], [-0.02, -0.01, -0.08], [0.05, 0.01, 0.05], [0.63, 0.09, -2.02], [0.07, -0.32, 0.34], [0.25, -0.08, -0.08], [1.07, -0.45, -0.22], [0.54, -0.07, 0.47], [-0.27, -0.14, -0.26], [-0.22, -0.20, 0.61], [0.58, 0.04, 0.04], [-0.10, -0.03, 0.19], [-0.34, 0.03, -0.20], [0.47, 0.03, 0.35], [0.16, 0.19, -0.77], [-0.11, -0.32, 0.93], [0.50, -0.12, 0.27], [0.03, -0.08, -0.08], [0.01, -0.07, -0.10], [0.00, -0.06, -0.07], [0.07, -0.03, 0.01], [0.11, 0.05, 0.07], [-0.20, 0.05, 0.01], [-0.08, -0.03, -0.05], [0.04, 0.05, 0.01], [0.03, 0.03, 0.03], [0.00, -0.04, 0.13], [0.02, -0.04, 0.05], [-0.06, -0.03, 0.05], [-0.19, -0.06, 0.02], [-0.11, -1.38, -0.49], [-0.15, 0.59, -0.41], [0.02, -0.06, -0.07], [0.02, -0.13, -0.05], [-0.30, 0.14, -0.31], [-0.22, 0.05, -0.29], [-0.05, -0.01, 0.15], [0.08, -0.05, 0.02], [0.03, -0.11, -0.05], [-0.05, -0.02, -0.04], [0.04, 0.06, -0.01], [0.05, 0.13, 0.09]]}



(2)
{"formula": "C4H7NO2", "method": "ωB97M-V/def2-TZVPD", "orbital_gap_ev": 10.55, "smiles": "O[C@@H]1CN=COC1", "total_energy_ha": -361.80828, "total_charge": 0, "relative_energy_kcal_mol": 45.54, "species": ["O", "C", "C", "O", "C", "N", "C", "H", "H", "H", "H", "H", "H", "H"], "coordinates": [[-0.61682, -0.55465, 1.45695], [-0.93038, -0.01644, 0.18754], [-0.23289, 1.34788, 0.03310], [1.08281, 1.15732, 0.54887], [1.58127, -0.05576, 0.22538], [1.10877, -0.97180, -0.52893], [-0.31270, -0.87012, -0.91010], [-0.04091, -1.32055, 1.31600], [-2.01361, 0.04964, 0.16413], [-0.13065, 1.63073, -1.02299], [-0.72427, 2.17188, 0.55689], [2.47181, -0.24223, 0.81911], [-0.46965, -0.45698, -1.91818], [-0.77279, -1.86892, -0.92776]], "forces_ev_per_angstrom": [[-0.35, -0.39, 0.29], [-0.34, 0.28, -0.44], [-0.22, 0.01, -0.05], [0.12, -0.19, -0.17], [0.13, -0.36, -0.18], [0.21, 0.27, 0.27], [-0.09, 0.00, 0.13], [-0.18, 0.22, 0.22], [-0.16, 0.21, -0.45], [-0.28, -0.08, 0.15], [0.31, -0.23, 0.22], [0.32, 0.13, -0.46], [0.13, 0.04, 0.36], [0.38, 0.08, 0.10]]}



(3)
{"formula": "C19H16N4O3", "method": "ωB97M-V/def2-TZVPD", "orbital_gap_ev": 8.68, "smiles": "COc1cccc(Nc2ncnc3onc(-c4ccccc4OC)c23)c1", "total_energy_ha": -1178.33647, "total_charge": 0, "relative_energy_kcal_mol": 23.27, "species": ["C", "H", "O", "C", "C", "C", "C", "C", "C", "H", "N", "C", "N", "C", "N", "C", "C", "C", "N", "O", "C", "C", "C", "C", "C", "C", "O", "C", "H", "H", "H", "H", "H", "H", "H", "H", "H", "H", "H", "H", "H", "H"], "coordinates": [[0.71899, 1.60849, 4.39714], [1.49700, 2.37817, 4.37665], [-0.21990, 1.79345, 3.36385], [0.19962, 1.67411, 2.07899], [1.51589, 1.45306, 1.68634], [1.82135, 1.34319, 0.34081], [0.83543, 1.42602, -0.62105], [-0.48538, 1.63110, -0.23021], [-0.79632, 1.78028, 1.10955], [-1.81233, 1.95295, 1.42556], [-1.50540, 1.71374, -1.19362], [-1.57226, 0.97115, -2.31935], [-2.23638, 1.50511, -3.34942], [-2.27821, 0.85718, -4.49834], [-1.72200, -0.30042, -4.79972], [-1.13535, -0.87726, -3.75953], [-1.04248, -0.32830, -2.46325], [-0.41770, -1.38031, -1.71492], [-0.16922, -2.38958, -2.50366], [-0.58353, -2.08955, -3.77618], [-0.27476, -1.45875, -0.25941], [-1.46624, -1.25571, 0.44621], [-1.53744, -1.37916, 1.81475], [-0.39048, -1.70335, 2.52419], [0.79609, -1.88435, 1.85413], [0.88441, -1.76878, 0.46061], [2.14504, -1.93219, -0.00446], [2.45444, -1.83470, -1.37357], [3.53885, -1.92818, -1.42909], [1.98037, -2.63348, -1.95073], [2.15381, -0.86626, -1.78337], [1.70511, -2.12862, 2.38175], [-0.42677, -1.81059, 3.59782], [-2.47502, -1.22748, 2.32563], [-2.35800, -1.01751, -0.11615], [-2.81831, 1.34678, -5.29696], [-2.09351, 2.53629, -1.19326], [1.07790, 1.35326, -1.67083], [2.84791, 1.18965, 0.04473], [2.30746, 1.36848, 2.41224], [0.15539, 1.69343, 5.32476], [1.18189, 0.61866, 4.34135]], "forces_ev_per_angstrom": [[0.15, -0.01, 0.17], [-0.02, -0.04, -0.02], [-0.21, -0.01, -0.26], [0.05, 0.11, -0.25], [0.01, 0.05, 0.33], [-0.11, 0.05, -0.12], [0.02, 0.15, -0.08], [0.45, 0.13, 0.46], [0.11, 0.06, -0.04], [-0.17, -0.06, 0.04], [-0.38, 0.24, 0.13], [-0.13, -0.37, -0.41], [0.02, 0.48, 0.58], [0.04, -0.13, -0.20], [0.29, -0.83, -0.25], [-0.38, 1.23, 0.83], [0.01, -0.33, -1.02], [-0.16, -0.07, -0.61], [0.11, -0.35, 1.00], [-0.21, 0.31, -0.68], [0.23, -0.32, 0.23], [0.02, -0.21, 0.19], [-0.17, -0.01, -0.04], [0.06, -0.05, -0.08], [0.06, -0.08, -0.07], [-0.15, 0.05, 0.21], [-0.16, -0.03, 0.37], [0.25, -0.10, -0.43], [-0.06, 0.05, -0.01], [0.17, 0.16, 0.11], [0.02, -0.04, -0.01], [0.11, -0.01, 0.07], [0.02, -0.01, 0.11], [-0.11, 0.02, 0.04], [-0.07, 0.04, -0.07], [-0.07, 0.05, -0.07], [0.09, -0.07, -0.10], [0.03, 0.00, -0.08], [0.10, -0.03, -0.03], [0.06, -0.01, 0.12], [0.08, -0.02, -0.04], [0.00, 0.03, -0.01]]}